Run A
Computed, not measured: H41O20 as an isolated structure, with ωB97M-V with the def2-TZVPD basis set.

Spin multiplicity: 1
E_HOMO, eV: -12.6
Total charge: +1
Kohn-Sham gap, eV: 9.983

Geometry as XYZ:
```
61
Properties=species:S:1:pos:R:3:mulliken_charge:R:1
O 1.52 4.88 1.67 -0.707
H -2.94 -2.56 -0.36 0.472
O -0.13 2.76 1.63 -0.663
H 0.58 3.36 1.83 0.342
H 1.54 1.62 5.08 0.295
O 2.45 -3.79 -2.21 -0.615
H 2.98 -4.57 -2.21 0.300
H 1.57 -4.19 -2.34 0.326
O 0.36 -1.42 4.52 -0.624
H 0.85 -0.79 4.20 0.305
H 1.71 1.25 -1.04 0.314
O -0.44 -4.86 -0.83 -0.667
H -2.01 -0.91 -0.33 0.555
H 0.84 -1.96 5.27 0.322
O -2.78 -1.55 0.15 -0.623
H -4.05 0.39 -2.84 0.215
H -0.75 -4.00 -0.48 0.382
O 4.00 1.54 3.36 -0.626
H -3.71 -2.90 -2.25 0.334
H -3.03 -0.79 -3.16 0.288
O -0.60 -2.61 0.97 -0.520
H -0.30 -1.65 1.34 0.243
H -0.48 -3.06 1.75 0.274
O -1.22 -0.21 -1.09 -0.375
H -0.47 0.12 -0.51 0.210
H 0.26 -5.24 -0.26 0.285
O 5.16 -1.47 1.69 -0.622
H 5.23 -0.66 1.18 0.301
H 5.00 -2.04 0.86 0.322
O -1.53 4.67 -2.83 -0.494
H -1.88 5.28 -2.16 0.296
H 4.30 2.44 3.07 0.272
O -4.94 1.90 -1.88 -0.585
H -5.42 1.06 -2.30 0.347
H -5.28 2.75 -1.94 0.274
O 3.14 -0.29 -3.52 -0.601
H 2.53 -0.90 -3.15 0.258
H 3.67 -1.11 -3.73 0.341
O -1.96 2.28 -0.33 -0.634
H 0.02 1.89 2.05 0.284
H -2.71 2.32 0.50 0.325
O -3.37 -3.21 -1.34 -0.543
H -0.73 4.85 -2.79 0.214
H 2.22 5.07 2.43 0.338
O 1.07 1.06 -0.30 -0.636
H -2.33 1.49 -3.05 0.297
H 1.31 1.95 0.29 0.294
O -2.67 1.67 -3.91 -0.617
H -2.13 2.46 -4.04 0.265
H -1.22 2.49 0.23 0.425
O -3.60 -0.51 -2.52 -0.497
H 1.96 5.04 0.82 0.328
H 4.55 0.78 3.04 0.324
O 1.55 1.06 4.26 -0.663
H -2.80 -3.99 -1.62 0.385
H 2.47 0.74 4.08 0.393
O 2.42 -2.14 2.42 -0.484
H 3.31 -2.28 2.50 0.265
H 1.97 -2.91 1.91 0.246
H -3.52 -1.11 -0.34 0.378
H -1.51 0.52 -1.46 0.168
```


Run B
Computed, not measured: H41O20 as an isolated structure, with ωB97M-V with the def2-TZVPD basis set.

Spin multiplicity: 1
E_HOMO, eV: -12.7
Total charge: +1
Kohn-Sham gap, eV: 9.744

Geometry as XYZ:
```
61
Properties=species:S:1:pos:R:3:mulliken_charge:R:1
O -0.38 -0.32 1.78 -0.531
H 0.21 5.22 -2.14 0.269
O -2.12 -2.45 -4.33 -0.594
H -1.37 -2.92 -3.98 0.291
H -2.59 -2.89 -5.03 0.310
O -3.44 -0.33 4.37 -0.562
H -3.47 0.53 4.77 0.278
H -3.90 -0.39 3.54 0.310
O 2.01 -2.68 -2.30 -0.627
H 3.09 -2.88 -1.64 0.568
H 1.57 -3.55 -2.36 0.477
O 0.67 -1.18 -0.86 -0.365
H -4.37 3.26 0.25 0.344
H 1.59 -2.45 -1.41 0.341
O -3.83 2.53 0.56 -0.694
H -2.79 -0.39 -1.41 0.319
H -3.09 2.39 -0.02 0.322
O -3.28 -0.91 -0.80 -0.557
H -4.22 -1.06 -0.75 0.256
H 4.28 -0.23 0.91 0.280
O 2.41 2.12 -3.04 -0.605
H 2.12 2.61 -2.27 0.272
H 2.14 1.21 -2.96 0.330
O 5.85 0.04 -1.02 -0.650
H 4.91 0.12 -1.28 0.335
H 0.42 -0.77 -0.01 0.068
O -3.94 2.00 -2.01 -0.587
H -4.73 2.14 -2.54 0.258
H -4.19 1.75 -1.09 0.377
O 0.65 2.91 2.07 -0.493
H 0.82 3.86 2.04 0.244
H 0.56 -0.48 1.94 0.239
O 1.41 1.41 -0.21 -0.265
H 0.64 1.89 -0.54 0.115
H 1.90 2.23 -0.08 0.320
O -2.40 -3.11 2.33 -0.636
H -2.41 -2.32 2.88 0.308
H -2.33 -2.82 1.42 0.295
O -0.08 4.31 -2.20 -0.551
H -0.35 0.59 1.47 0.216
H 0.24 3.73 -2.89 0.335
O 4.21 -2.97 -1.29 -0.492
H 0.76 2.72 3.01 0.282
H 4.17 -3.10 -0.32 0.419
O -1.12 2.05 -1.23 -0.567
H -1.57 1.88 -2.06 0.191
H -1.48 2.72 -0.66 0.180
O 1.22 -2.55 2.44 -0.590
H 0.65 -2.60 3.21 0.275
H 1.67 -3.37 2.23 0.300
O 3.40 0.13 0.68 -0.525
H 4.73 -2.14 -1.34 0.390
H 3.13 0.08 1.61 0.230
O -1.76 1.74 4.55 -0.644
H -2.26 2.11 3.81 0.332
H -2.20 2.23 5.26 0.304
O 1.23 -3.95 0.02 -0.655
H 0.32 -4.25 0.11 0.297
H 1.09 -3.11 0.49 0.400
H -0.16 -1.04 -1.33 0.199
H 5.76 0.72 -0.33 0.312
```


Run C
Computed, not measured: a 20-piece molecular cluster, H41O20 overall, with ωB97M-V with the def2-TZVPD basis set.

Spin multiplicity: 1
E_HOMO, eV: -13.0
Total charge: +1
Kohn-Sham gap, eV: 9.837

Geometry as XYZ:
```
61
Properties=species:S:1:pos:R:3:mulliken_charge:R:1
O -1.85 -1.47 3.66 -0.578
H 0.42 -5.11 2.38 0.300
O 0.56 2.07 -4.89 -0.607
H -0.34 2.19 -5.24 0.318
H 2.21 5.22 -0.67 0.313
O -1.17 -1.39 0.86 -0.694
H -0.94 -2.36 0.96 0.274
H -0.67 -1.08 0.05 0.233
O -0.18 -1.47 -2.45 -0.452
H -0.49 -0.53 -2.56 0.176
H 3.96 -0.37 0.71 0.271
O -2.88 3.11 -2.35 -0.689
H -2.81 -0.57 1.16 0.436
H -0.12 -1.55 -3.41 0.279
O -3.50 -0.93 1.82 -0.470
H 5.54 -1.56 -1.06 0.306
H -1.90 3.19 -2.61 0.331
O 1.81 0.08 -1.12 -0.418
H 1.11 -3.98 1.79 0.338
H 5.05 -1.19 -2.62 0.311
O -2.04 1.56 1.98 -0.518
H -1.60 2.02 2.66 0.184
H -2.91 1.89 1.69 0.395
O -0.93 -4.77 -1.28 -0.625
H -0.02 -4.82 -1.59 0.316
H -2.74 2.24 -2.68 0.313
O -3.03 3.25 0.39 -0.698
H -2.27 3.72 0.05 0.342
H -3.12 2.70 -0.43 0.345
O 2.87 2.12 3.11 -0.643
H 2.66 1.52 3.88 0.299
H 2.01 0.12 -2.03 0.222
O -4.86 0.28 -0.43 -0.584
H -5.23 0.36 -1.28 0.293
H -4.70 -0.67 -0.20 0.323
O 1.46 -2.33 -0.11 -0.409
H 0.93 -2.51 -0.88 -0.042
H 1.93 -1.57 -0.44 0.409
O 1.90 -2.67 2.70 -0.629
H 1.01 2.68 -5.54 0.306
H 2.70 -2.98 3.06 0.268
O 0.28 -4.46 1.64 -0.592
H 3.52 1.69 2.52 0.341
H -0.92 -1.38 3.41 0.314
O 4.02 0.32 0.08 -0.700
H 2.07 2.69 1.08 0.235
H 3.16 0.10 -0.39 0.513
O 1.16 2.22 0.90 -0.386
H 0.70 2.30 1.74 0.185
H 1.94 -1.99 2.05 0.312
O 5.22 -1.88 -1.89 -0.608
H -1.88 -0.75 4.35 0.380
H 1.08 0.65 -0.92 0.045
O 1.50 4.75 -1.23 -0.603
H -2.76 -1.28 2.58 0.508
H 1.78 4.78 -2.12 0.297
O -0.78 1.36 -1.27 -0.245
H -1.00 1.01 -0.41 0.150
H -0.09 2.04 -1.14 0.211
H -3.55 0.11 2.16 0.521
H -0.69 -4.44 -0.41 0.278
```


Which structure is the least stable? The one labeled run A.


Run A
Computed, not measured: the molecule C5H10IN, with ωB97M-V with the def2-TZVPD basis set.

Spin multiplicity: 1
E_HOMO, eV: -9.5
Kohn-Sham gap, eV: 9.579
SMILES string: [H]/N=C/[C@@](C)(I)CC

Geometry as XYZ:
```
17
Properties=species:S:1:pos:R:3:mulliken_charge:R:1
C 1.03 0.85 0.90 -0.544
C -0.83 0.72 -1.10 -1.116
C 0.77 -1.62 0.61 -1.150
C -1.14 -0.11 0.14 -0.385
C 0.09 -0.31 1.04 0.297
N 2.25 0.82 0.58 -0.603
I -0.51 -0.30 3.19 0.050
H 0.46 1.75 0.99 0.583
H 0.31 0.91 -1.09 0.326
H -1.38 0.24 -1.93 0.299
H -1.24 1.74 -1.18 0.323
H -0.11 -2.26 0.51 0.417
H 1.16 -1.49 -0.44 0.266
H 1.54 -2.19 1.22 0.298
H -1.63 -1.08 -0.11 0.412
H -2.02 0.50 0.76 0.264
H 2.74 1.72 0.53 0.264
```


Run B
Computed, not measured: a 2-piece molecular cluster, C5H10IN overall, with ωB97M-V with the def2-TZVPD basis set.

Spin multiplicity: 1
E_HOMO, eV: -8.6
Kohn-Sham gap, eV: 9.036

Geometry as XYZ:
```
17
Properties=species:S:1:pos:R:3:mulliken_charge:R:1
C 0.51 -1.34 -0.69 -0.152
C -1.46 1.15 -0.74 -0.932
C 0.56 -0.56 1.63 -1.162
C -0.01 1.50 -0.36 -0.723
C 1.01 -0.31 0.21 -0.168
N -0.59 -1.87 -0.44 -0.509
I 3.09 0.23 -0.09 0.077
H 1.24 -1.69 -1.37 0.460
H -2.15 2.07 -0.44 0.307
H -1.50 1.16 -1.83 0.294
H -2.07 0.40 -0.18 0.317
H 1.13 -1.56 1.92 0.320
H 0.90 0.22 2.32 0.411
H -0.48 -0.56 1.86 0.303
H 0.15 1.89 0.56 0.437
H 0.57 1.84 -1.11 0.484
H -0.89 -2.58 -1.25 0.238
```


Which structure is the least stable? The one labeled run B.


Run A
Computed, not measured: a 2-piece molecular cluster, C3H5Br overall, with ωB97M-V with the def2-TZVPD basis set.

Spin multiplicity: 1
E_HOMO, eV: -9.9
Kohn-Sham gap, eV: 10.830
SMILES string: C#CC.Br

Geometry as XYZ:
```
9
Properties=species:S:1:pos:R:3:mulliken_charge:R:1
C 0.53 0.94 -1.22 -0.485
C -0.13 0.48 -0.31 0.234
C -0.80 -0.21 0.82 -1.007
Br 2.60 -1.43 -1.01 -0.207
H 1.68 -0.70 -1.75 0.151
H 0.94 1.25 -2.15 0.454
H -0.78 -1.21 0.72 0.303
H -0.46 0.19 1.87 0.252
H -1.87 0.06 0.86 0.305
```


Run B
Computed, not measured: the molecule C3H5Br, with ωB97M-V with the def2-TZVPD basis set.

Spin multiplicity: 1
E_HOMO, eV: -8.5
Kohn-Sham gap, eV: 9.483
SMILES string: C/C=C/Br

Geometry as XYZ:
```
9
Properties=species:S:1:pos:R:3:mulliken_charge:R:1
C -0.01 0.32 -0.36 0.038
C 0.72 0.83 0.87 -0.475
C -0.51 -1.00 -0.47 -1.171
Br 1.43 2.61 0.95 -0.159
H -0.24 1.01 -1.12 0.394
H 0.57 0.24 1.74 0.408
H 0.08 -1.75 0.03 0.344
H -0.53 -1.48 -1.45 0.334
H -1.51 -0.78 -0.19 0.288
```


Which structure is the least stable? The one labeled run A.


Run A
Computed, not measured: a 5-piece molecular cluster, C5H20NO6 overall, with ωB97M-V with the def2-TZVPD basis set.

Spin multiplicity: 1
E_HOMO, eV: -5.3
Total charge: -1
Kohn-Sham gap, eV: 8.770

Geometry as XYZ:
```
32
Properties=species:S:1:pos:R:3:mulliken_charge:R:1
C -1.26 0.50 2.88 -0.824
N -1.62 -0.80 2.28 -0.440
C -0.66 -1.37 1.31 0.340
C -0.88 -0.97 -0.16 -0.423
C 0.17 -0.86 -1.33 -0.556
O 1.23 0.02 -1.05 -1.323
C 0.81 -1.18 1.80 -0.765
O 1.74 -1.75 0.93 -0.620
H -0.46 0.28 3.58 0.240
H -0.89 1.20 2.13 0.279
H -2.14 0.87 3.39 0.373
H -2.53 -0.80 1.85 0.285
H -0.83 -2.45 1.41 0.222
H -1.69 -1.61 -0.53 0.271
H -1.21 0.08 -0.19 0.078
H 0.55 -1.85 -1.62 0.392
H -0.42 -0.41 -2.14 0.518
H 0.90 -0.09 1.90 0.322
H 1.01 -1.63 2.77 0.326
H 1.84 -1.21 0.14 0.317
H 1.06 1.20 0.05 0.458
H 0.41 2.63 0.13 0.252
O 0.85 1.98 0.67 -0.711
H 2.76 -1.30 -1.76 0.348
H 2.19 -0.38 -2.72 0.403
O 2.88 -1.07 -2.68 -0.726
H 0.79 2.84 -2.01 0.273
H 0.94 1.26 -2.09 0.379
O 0.40 2.07 -2.40 -0.757
H -2.54 1.11 -1.99 0.335
H -1.22 1.80 -2.15 0.444
O -2.19 1.90 -2.38 -0.708
```


Run B
Computed, not measured: a 5-piece molecular cluster, C5H20NO6 overall, with ωB97M-V with the def2-TZVPD basis set.

Spin multiplicity: 1
E_HOMO, eV: -3.6
Total charge: -1
Kohn-Sham gap, eV: 6.899

Geometry as XYZ:
```
32
Properties=species:S:1:pos:R:3:mulliken_charge:R:1
C 2.18 -1.19 -0.75 -1.033
O 2.41 -1.69 0.50 -0.873
C 0.94 -0.24 -0.83 1.856
C 1.17 1.04 -0.01 -0.191
C 1.17 0.80 1.50 -0.998
C -0.07 0.21 2.11 0.412
O -1.02 1.21 2.61 -0.611
N 0.47 0.10 -2.17 -0.608
H 2.07 -1.99 -1.52 0.264
H 3.04 -0.55 -1.08 0.306
H 0.17 -0.78 -0.27 -1.102
H 2.16 1.44 -0.24 0.385
H 0.36 1.75 -0.22 -0.349
H 2.01 0.14 1.75 0.410
H 1.50 1.71 2.02 0.428
H -0.62 -0.40 1.40 -0.354
H 0.10 -0.38 3.00 0.338
H -0.98 1.94 1.99 0.336
H 1.18 0.61 -2.67 0.229
H 0.14 -0.74 -2.63 0.261
H -1.79 2.56 -1.31 0.378
H -0.44 3.10 -1.68 0.344
O -1.36 3.37 -1.62 -0.674
H -1.72 -1.78 0.67 0.235
H -3.11 -1.36 1.09 0.317
O -2.55 -1.43 0.31 -0.642
H 0.12 -3.71 1.02 0.220
H 1.03 -2.49 0.65 0.391
O 0.06 -2.85 0.61 -0.650
H -2.69 0.28 -2.13 0.284
H -3.00 0.40 -0.63 0.363
O -2.97 0.90 -1.45 -0.674
```


Which structure is the least stable? The one labeled run B.


Run A
Computed, not measured: the molecule C4H3FN2, with ωB97M-V with the def2-TZVPD basis set.

Spin multiplicity: 1
E_HOMO, eV: -10.4
Kohn-Sham gap, eV: 9.390
SMILES string: FC=C1C=NN=C1

Geometry as XYZ:
```
10
Properties=species:S:1:pos:R:3:mulliken_charge:R:1
C 0.48 -1.53 0.30 -0.133
C -0.02 -0.33 -0.01 0.796
C -1.35 -0.01 -0.56 -0.394
C 0.55 1.01 0.12 -0.337
H -0.07 -2.47 0.25 0.342
H -2.09 -0.76 -0.79 0.387
H 1.57 1.23 0.51 0.382
N -1.53 1.25 -0.65 -0.400
N -0.36 1.93 -0.21 -0.426
F 1.76 -1.68 0.77 -0.217
```


Run B
Computed, not measured: a 3-piece molecular cluster, C4H3FN2 overall, with ωB97M-V with the def2-TZVPD basis set.

Spin multiplicity: 1
E_HOMO, eV: -11.8
Kohn-Sham gap, eV: 9.357

Geometry as XYZ:
```
10
Properties=species:S:1:pos:R:3:mulliken_charge:R:1
C -2.01 1.17 0.10 0.233
C -2.21 -0.85 -0.77 0.148
C 0.00 -0.23 0.15 -0.698
C -1.25 0.06 -0.30 0.329
N -2.84 1.93 0.29 -0.285
N -2.99 -1.64 -1.12 -0.316
F -1.63 -0.73 2.40 -0.543
H 0.51 -1.12 -0.14 0.346
H 0.43 0.44 0.82 0.368
H -0.87 -0.56 1.39 0.417
```


Which structure is the least stable? The one labeled run B.


Run A
Computed, not measured: an isolated ion of composition C4H7N4 and charge +1, with ωB97M-V with the def2-TZVPD basis set.

Spin multiplicity: 1
E_HOMO, eV: -14.8
Total charge: +1
Kohn-Sham gap, eV: 8.693
SMILES string: C1N[C@@H]2CN=NC2=[NH+]1

Geometry as XYZ:
```
15
Properties=species:S:1:pos:R:3:mulliken_charge:R:1
C -0.74 -0.04 0.71 0.478
C 1.50 -0.52 1.03 -0.682
C -0.97 0.67 -1.45 -0.400
C 0.59 0.50 0.31 0.120
N -0.60 -1.05 1.69 -0.250
N 0.62 -1.25 1.88 -0.086
N 0.45 0.42 -1.15 -0.418
N -1.61 -0.06 -0.27 -0.008
H 1.79 -1.21 0.32 0.320
H 2.48 -0.17 1.47 0.360
H -1.27 1.78 -1.39 0.285
H -1.23 0.26 -2.39 0.390
H 0.67 1.43 0.84 0.365
H 0.87 -0.43 -1.37 0.308
H -2.55 -0.31 -0.25 0.216
```


Run B
Computed, not measured: C4H7N4 as an isolated structure, with ωB97M-V with the def2-TZVPD basis set.

Spin multiplicity: 1
E_HOMO, eV: -13.6
Total charge: +1
Kohn-Sham gap, eV: 9.393

Geometry as XYZ:
```
15
Properties=species:S:1:pos:R:3:mulliken_charge:R:1
C -1.83 -0.35 -0.12 0.133
C 0.15 -1.79 0.04 -0.184
C -0.52 -0.49 0.07 0.034
C 0.24 0.74 0.07 0.523
N -2.98 -0.34 0.07 -0.206
N 1.45 -1.81 0.10 -0.414
N -0.54 1.91 0.16 -0.437
N 1.58 0.61 -0.06 -0.462
H -0.56 -2.60 -0.16 0.364
H -3.83 0.11 -0.20 0.319
H 1.91 -2.59 -0.21 0.222
H -1.56 1.93 0.44 0.229
H -0.07 2.69 -0.19 0.233
H 1.71 -0.62 -0.06 0.465
H 2.22 1.38 -0.06 0.181
```


Run C
Computed, not measured: a 2-piece molecular cluster, C4H7N4 overall, with ωB97M-V with the def2-TZVPD basis set.

Spin multiplicity: 1
E_HOMO, eV: -13.0
Total charge: +1
Kohn-Sham gap, eV: 8.570

Geometry as XYZ:
```
15
Properties=species:S:1:pos:R:3:mulliken_charge:R:1
C -0.72 0.19 1.88 -0.273
C 1.31 1.08 1.59 -0.878
C 0.23 0.42 0.89 0.812
C -0.63 -0.77 -0.95 0.303
N -0.25 0.51 3.12 -0.691
N 0.96 1.02 2.87 0.362
N -0.88 -0.99 -2.19 -0.296
N 0.08 0.17 -0.48 -0.340
H -1.61 -0.50 1.76 0.286
H 2.20 1.54 1.24 0.410
H -1.25 -1.23 -0.12 0.160
H 1.58 1.15 3.57 0.213
H -1.48 -1.77 -2.36 0.258
H -0.54 -0.55 -3.03 0.224
H 0.81 0.96 -1.39 0.450
```


Which structure is the least stable? The one labeled run A.